C34H34BrN3O4RuSe as an isolated structure in a non-equilibrium geometry. Source: OMol25; level of theory: the ωB97M-V functional and the def2-TZVPD basis.

For the gap between HOMO and LUMO (spin up / spin down), the calculation gives 0.202 / 0.192 hartree. As for the energy above the lowest of the compared OMol25 structures with the same formula, charge and spin: 215.3 kJ/mol. Its electronic energy is -6851.5920 Ha. The calculation puts the LUMO energy (spin up / spin down) at 2.45 / 2.45 eV. As for the total charge: -1. Its spin multiplicity is 2.

XYZ file:
```
78
Properties=species:S:1:pos:R:3:forces:R:3
Ru 0.7559 -0.2481 -0.9603 0.6295 1.5532 1.0966
C 3.4065 -3.3651 0.3899 0.0072 0.0234 0.0058
C 2.4038 -2.2288 0.4330 0.2289 -0.0023 0.2338
O 2.2853 -1.5611 -0.6264 -0.3450 -0.2768 -0.5248
C 1.7343 -2.0138 1.6456 -0.0776 -0.0421 -0.0093
C 0.8727 -0.9610 1.9759 0.1701 -0.0332 0.1082
C 0.4286 -0.8674 3.4153 0.0026 0.0542 -0.0148
N 0.4667 -0.0631 1.0875 -0.4890 -0.5424 -0.1477
N -0.2825 0.9375 1.6636 0.2362 -0.1723 -0.0587
C -0.8107 1.7984 0.9045 -0.3468 0.4829 0.1779
O -0.6411 1.7738 -0.4587 0.0273 -0.5465 -0.4687
C -1.5869 2.9180 1.5025 0.1342 -0.2640 -0.0718
C -2.2323 2.7128 2.7204 -0.0744 0.0287 0.0303
C -2.9404 3.7405 3.3214 0.0258 -0.0411 -0.0125
C -3.0131 4.9880 2.7136 -0.0258 0.0044 0.0243
C -2.3673 5.1984 1.5053 0.0443 -0.0657 -0.0467
C -1.6576 4.1688 0.9002 0.0109 0.2141 0.0052
H 3.9138 -3.3627 -0.5725 -0.0001 -0.0068 0.0013
H 2.8907 -4.3197 0.5201 0.0088 -0.0067 -0.0302
H 4.1432 -3.2744 1.1900 -0.0072 0.0100 -0.0009
H 1.9806 -2.7016 2.4442 -0.0059 0.0061 0.0027
H 0.8621 -1.6847 3.9882 -0.0127 0.0091 0.0086
H -0.6590 -0.9153 3.4889 -0.0014 -0.0075 -0.0069
H 0.7297 0.0830 3.8551 0.0156 0.0038 0.0002
H -2.1638 1.7379 3.1849 0.0008 0.0075 -0.0037
H -3.4386 3.5636 4.2666 -0.0072 0.0187 -0.0030
H -3.5714 5.7899 3.1805 0.0051 -0.0019 -0.0012
H -2.4096 6.1670 1.0236 -0.0073 0.0074 0.0139
H -1.1487 4.3540 -0.0360 -0.0142 -0.0257 0.0565
C -2.9552 -0.8192 -2.4099 0.0167 -0.0663 0.0618
N -3.3444 -0.8172 -0.9985 0.0113 0.0662 0.1021
C -4.6234 -1.4872 -0.8173 -0.0322 0.0083 0.0243
C -3.3137 0.5028 -0.3063 -0.0773 0.0471 -0.1362
C -2.9591 1.6594 -1.2049 -0.0003 0.0041 0.0220
C -3.9218 2.1840 -2.0673 -0.0134 -0.0331 0.0267
C -3.6032 3.1265 -3.0283 0.0367 0.0127 0.0015
C -2.2882 3.5613 -3.1495 0.0047 0.0022 -0.0361
C -1.3211 3.0929 -2.2801 -0.0275 -0.0037 -0.0386
C -1.6727 2.1772 -1.3012 0.0456 -0.0240 0.0107
H -2.8948 -1.8597 -2.7369 0.0030 0.0120 0.0114
H -1.9683 -0.3767 -2.5411 0.0115 0.0195 0.0548
H -3.6682 -0.2938 -3.0569 -0.0105 -0.0036 0.0064
H -1.9673 -1.7387 -0.3650 0.1367 -0.1254 -0.3290
H -5.4339 -0.9726 -1.3578 -0.0049 -0.0028 0.0117
H -4.8798 -1.5236 0.2421 0.0190 -0.0134 -0.0071
H -4.5517 -2.5128 -1.1756 0.0189 -0.0080 -0.0024
H -2.6226 0.4289 0.5288 0.0637 -0.0025 0.0867
H -4.3016 0.6919 0.1230 -0.0015 0.0228 -0.0352
H -4.9377 1.8104 -1.9914 0.0062 0.0068 -0.0057
H -4.3677 3.5018 -3.6964 0.0047 -0.0029 0.0036
H -2.0127 4.2634 -3.9254 -0.0045 -0.0015 -0.0086
H -0.2815 3.3889 -2.3472 -0.0079 0.0002 -0.0174
Br 2.7871 -7.1729 -3.1930 0.0306 -0.0290 -0.0176
C 1.4851 -6.0416 -2.3972 -0.0107 -0.0251 0.0084
C 1.6519 -4.6717 -2.4621 -0.0615 0.1004 0.0442
C 0.7000 -3.8500 -1.8687 0.0985 -0.0570 -0.1406
C -0.3953 -4.4134 -1.2333 -0.2837 0.2090 0.1456
C -0.5566 -5.7926 -1.1910 0.1099 -0.1138 -0.0087
C 0.3921 -6.6205 -1.7682 -0.0586 0.0376 0.0279
C -1.4682 -3.5526 -0.6271 0.2758 -0.3161 -0.1281
O -2.5469 -4.0021 -0.3000 -0.1156 0.0618 0.0261
O -1.1271 -2.2818 -0.5187 -0.2562 0.0208 0.2119
H 2.5066 -4.2383 -2.9621 0.0155 -0.0003 0.0008
H 0.8161 -2.7715 -1.9056 0.0015 -0.0221 -0.0044
H -1.4294 -6.2034 -0.7016 -0.0028 0.0050 -0.0002
H 0.2869 -7.6961 -1.7375 0.0036 0.0012 0.0001
Se 1.7706 1.0691 -2.9045 -0.1843 -0.3683 -0.3998
C 0.4886 0.8916 -4.3215 0.0107 0.1292 -0.0576
C 0.2453 1.9513 -5.2025 0.0513 0.0810 0.0166
C -0.6842 1.8511 -6.2288 0.0009 0.0182 0.0075
C -1.4055 0.6798 -6.4160 0.0211 -0.0411 0.0367
C -1.1627 -0.3925 -5.5637 -0.0156 0.0248 -0.0368
C -0.2309 -0.2894 -4.5421 0.0276 0.0094 0.0743
H 0.7978 2.8757 -5.0692 -0.0131 -0.0173 0.0020
H -0.8499 2.7004 -6.8837 0.0067 -0.0114 0.0061
H -2.1371 0.6006 -7.2111 0.0043 -0.0008 0.0063
H -1.7067 -1.3224 -5.6930 0.0037 0.0058 -0.0055
H -0.0562 -1.1282 -3.8779 0.0090 -0.0049 0.0126
```
Positions in Å, forces in eV/Å.



A 13-piece molecular cluster, C43H87N9O17 overall in a non-equilibrium geometry. Source: OMol25; level of theory: the ωB97M-V functional and the def2-TZVPD basis.

For the gap between HOMO and LUMO, the calculation gives 0.291 hartree. As for the energy above the lowest of the compared OMol25 structures with the same formula, charge and spin: 0.0 kJ/mol. Its electronic energy is -3462.7322 Ha. The calculation puts the LUMO energy at -0.40 eV.

XYZ file:
```
156
Properties=species:S:1:pos:R:3:forces:R:3
C -0.2442 -1.6516 -4.8935 -0.9354 0.0545 -0.5734
C -0.8320 -0.7601 -5.9895 2.2729 0.3314 0.8177
O -0.1845 0.2043 -6.3703 -0.8570 -0.1285 -0.2513
N -2.0106 -1.1326 -6.5067 -0.7268 0.4715 -0.4648
C -2.6548 -0.3260 -7.5159 -0.7366 0.1982 -0.7514
H -0.5006 -1.2332 -3.9187 -0.1354 -0.1008 0.0198
H 0.8368 -1.6646 -4.9812 0.0023 -0.0882 -0.1418
H -0.6902 -2.6378 -5.0502 0.3411 -0.2001 0.5278
H -2.5108 -1.9209 -6.1439 0.1183 -0.0849 0.1004
H -3.7307 -0.5108 -7.5088 0.0209 -0.1289 0.1253
H -2.3260 -0.5315 -8.5372 0.2553 -0.2377 0.1221
H -2.5291 0.7483 -7.3932 0.3142 -0.0896 0.4505
C 4.6565 -2.7413 -0.0658 -0.0056 -0.9739 0.2690
C 4.2733 -2.3935 -1.4781 -0.7242 0.6191 -0.0276
O 4.0534 -1.2124 -1.7466 0.3299 -0.0298 -0.3334
N 4.0721 -3.3961 -2.3473 0.4115 -0.2109 0.5978
C 3.5808 -3.2231 -3.6953 -0.9991 0.2733 0.4960
H 5.6836 -2.4392 0.1327 -0.1118 0.3184 0.0997
H 4.6025 -3.8064 0.1770 0.0558 -0.0763 -0.3464
H 3.9489 -2.2658 0.6121 0.2393 0.3445 0.0203
H 3.9763 -4.3014 -1.9039 0.1129 -0.2737 -0.3456
H 3.6734 -2.1830 -3.9994 0.5922 -0.0923 -0.1184
H 2.4934 -3.3730 -3.6868 0.0385 -0.3076 -0.1846
H 4.0426 -3.9441 -4.3621 0.0985 0.2000 -0.1473
C 3.8906 6.6982 0.4391 -0.2208 -0.0632 0.4378
C 2.9359 6.1523 -0.6024 -0.1759 0.1475 -0.8933
O 3.0329 6.4085 -1.7906 0.1117 0.0924 0.2320
N 1.9636 5.3488 -0.1173 0.0662 -0.1478 1.6270
C 0.9535 4.6325 -0.8519 0.4554 -0.3000 -0.9038
H 4.8561 6.2117 0.3093 0.1006 0.2491 -0.0936
H 3.5649 6.5114 1.4650 -0.0532 -0.2165 -0.0606
H 3.9565 7.7817 0.3638 0.2515 -0.0527 -0.3786
H 2.0402 5.1914 0.8734 -0.2685 -0.1194 -0.0411
H 1.4476 4.1156 -1.6817 -0.2397 0.1766 -0.2091
H 0.1680 5.2763 -1.2402 0.0299 -0.0156 -0.0260
H 0.4961 3.8470 -0.2513 0.0387 0.2423 0.3250
C 3.7620 -7.6035 0.5675 -0.1496 -0.1645 0.7032
C 3.1166 -6.3616 -0.0045 -0.3280 -0.9098 -0.3752
O 3.3951 -5.9855 -1.1336 0.1367 0.5397 0.0345
N 2.1482 -5.7999 0.7510 0.1868 0.0980 0.3141
C 1.3404 -4.6746 0.3276 0.1909 -0.2645 -0.9773
H 4.8388 -7.4833 0.6706 0.0013 0.1201 -0.1521
H 3.5722 -8.4731 -0.0594 0.0238 0.2050 -0.2892
H 3.3611 -7.8563 1.5521 0.0773 0.1028 0.0336
H 1.8629 -6.3014 1.5726 0.0727 0.0648 0.1023
H 0.8918 -4.1747 1.1791 -0.0845 -0.0327 -0.0841
H 0.6070 -5.0132 -0.4105 -0.3412 0.0512 0.2741
H 1.9504 -3.9699 -0.2400 0.1752 0.0618 0.3447
C -3.8969 1.3284 -4.6066 0.0806 0.2943 -0.3882
C -3.3414 0.3187 -3.6198 0.4719 1.0116 -0.9172
O -2.3562 0.5584 -2.9431 -0.1342 -0.4693 0.3101
N -3.9922 -0.8594 -3.6383 -0.3525 -1.0415 0.3019
C -3.5361 -2.0524 -2.9437 0.1286 0.6376 0.4801
H -4.4750 0.8568 -5.4023 -0.3236 -0.0087 0.2453
H -3.1040 1.8568 -5.1371 0.3341 -0.1558 0.3677
H -4.4691 2.1124 -4.1111 -0.1590 -0.1740 0.0672
H -4.8116 -0.9446 -4.2117 0.0529 0.0957 -0.1380
H -2.9509 -2.7116 -3.5846 -0.1346 -0.1082 -0.0525
H -4.3793 -2.5643 -2.4840 -0.0037 -0.1899 -0.1909
H -2.8910 -1.7174 -2.1315 0.1117 -0.0919 -0.0762
C -7.6318 1.1558 1.1022 0.0717 -0.6736 -0.6812
C -6.2865 0.4767 1.3448 -0.6222 0.8928 0.5347
O -5.7319 0.5816 2.4278 0.0342 -0.3368 -0.1778
N -5.7494 -0.2048 0.3060 0.6187 -0.2737 -0.5491
C -4.4013 -0.7139 0.3683 1.0013 -0.4880 0.7463
H -7.5207 1.9992 0.4183 0.1199 0.1780 0.2246
H -8.0881 1.4513 2.0393 0.1811 0.1372 0.0482
H -8.3131 0.4740 0.5847 0.0207 -0.0654 0.1037
H -6.1052 -0.0986 -0.6281 -0.4550 0.1174 0.1724
H -3.8770 -0.2992 1.2306 -0.1347 0.3703 -0.0850
H -3.7962 -0.5034 -0.5128 -0.3206 0.2891 -0.1508
H -4.3180 -1.7917 0.5460 -0.4907 -0.1050 -0.2026
C 4.0202 0.5768 1.1982 0.2378 0.1768 1.0711
C 5.0618 1.2261 2.0993 0.0562 0.5240 -0.4298
O 5.6622 2.2535 1.8026 -0.2377 -0.1773 0.1721
N 5.2729 0.5144 3.2210 0.4450 0.1241 0.0399
C 6.1654 0.9343 4.2833 0.0123 -0.7761 0.5244
H 4.5989 -0.1271 0.6070 -0.5200 -0.0885 -0.4100
H 3.4559 1.2956 0.6136 0.3209 0.0517 -0.2164
H 3.3293 0.0902 1.8917 -0.1307 -0.4351 -0.4268
H 4.8337 -0.4004 3.3320 0.2066 0.6508 0.0681
H 6.7404 1.8304 4.0793 -0.4616 0.2353 -0.3364
H 6.9090 0.1649 4.5120 -0.0840 -0.1495 -0.1911
H 5.5593 1.0271 5.1865 0.2018 0.3868 0.1151
C 2.4647 0.7508 -4.3750 -0.4628 0.1663 -0.0077
C 3.1470 1.9208 -3.6869 0.1908 0.0382 -0.4056
O 3.1771 3.0270 -4.1935 -0.1262 0.1638 0.0201
N 3.7006 1.6352 -2.4905 0.2094 -0.5536 0.0673
C 4.3818 2.5939 -1.6437 -0.2235 0.1430 -0.1803
H 1.4643 1.0738 -4.6707 0.0015 0.0105 0.1101
H 2.3734 -0.1212 -3.7260 0.1447 -0.0728 -0.0348
H 2.9375 0.4862 -5.3203 0.2925 0.0284 0.1242
H 3.8079 0.6555 -2.2677 -0.0327 0.0665 0.1237
H 3.6304 3.1263 -1.0555 0.2379 0.1084 0.2560
H 4.9397 3.3443 -2.2033 -0.0967 -0.1195 -0.2280
H 5.0694 2.0520 -1.0005 -0.0617 0.1275 0.1637
C -3.9295 2.8314 -0.9875 -0.4660 -0.0886 -1.1595
C -3.0387 4.0380 -0.8336 0.1084 -0.0633 0.1081
O -2.0795 4.2483 -1.5567 -0.1487 -0.2542 0.2022
N -3.3981 4.8756 0.1595 0.3603 0.2064 0.0057
C -2.5535 5.9813 0.5838 -0.7183 0.3539 0.0477
H -4.3725 2.9360 -1.9845 -0.0563 0.0078 0.0415
H -4.7678 2.7578 -0.2951 0.2374 -0.0283 0.2857
H -3.3568 1.9091 -1.0716 0.1353 0.0798 0.3654
H -4.2339 4.6938 0.6820 0.0073 -0.0990 0.0793
H -3.1887 6.5455 1.2659 0.4639 0.0701 0.3455
H -2.3003 6.6685 -0.2226 0.0329 -0.3064 -0.2430
H -1.6446 5.6232 1.0622 -0.0259 0.0902 0.1185
O 4.4419 -1.9965 3.9769 -0.0823 -0.1598 -0.1481
C 3.3426 -2.4664 4.1044 0.6142 -1.4689 -0.1433
O 2.4506 -1.9656 4.9489 0.1165 0.6642 0.3354
C 1.1944 -2.6037 4.7966 -0.8710 -0.7944 -1.0574
C 1.5466 -4.0217 4.3140 0.3492 0.3455 -0.3561
C 2.8122 -3.7749 3.4647 -1.0828 0.7233 0.6976
H 0.6397 -2.0804 4.0114 0.2492 -0.0021 0.2070
H 0.5759 -2.5591 5.6883 0.5078 0.0926 0.3143
H 0.7784 -4.4281 3.6568 -0.2819 -0.2264 0.4168
H 1.7921 -4.6773 5.1480 -0.2859 -0.1284 0.0087
H 2.4727 -3.5781 2.4491 0.4431 0.2126 -0.0858
H 3.4765 -4.6327 3.4831 0.4747 0.3666 -0.0067
O -3.1702 5.4444 4.2441 -0.0484 0.0586 0.0568
C -2.8938 4.3284 3.9179 0.2577 0.3473 -0.0205
O -1.7140 4.0431 3.3090 0.6821 0.0505 -0.3532
C -1.6500 2.7004 2.8179 -0.6869 -1.1311 -0.0645
C -3.1149 2.1965 2.9786 0.7366 -0.1282 -0.6814
C -3.6596 3.0655 4.0676 -1.1490 -0.3647 0.5853
H -0.8712 2.0812 3.2680 -0.1315 0.3760 0.7188
H -1.4052 2.6680 1.7554 0.0238 0.6404 -0.0205
H -3.3331 1.1458 3.1551 0.5203 -0.0457 -0.0991
H -3.5208 2.4707 2.0004 -0.6898 -0.1346 0.2482
H -3.5060 2.6758 5.0799 0.4666 -0.1351 -0.1267
H -4.7446 3.1703 4.0379 0.0803 0.4273 -0.2821
O 0.8682 -1.8218 1.7281 -0.1471 -0.4245 0.1340
C 0.5107 -1.1254 0.8166 0.1299 0.7015 0.2956
O -0.3858 -0.1274 1.0141 0.0106 -0.4018 -0.0583
C -0.5359 0.6797 -0.1840 1.0007 -0.7205 -0.4102
C 0.6773 0.2953 -1.0531 0.4669 0.7424 -0.1881
C 1.0007 -1.1075 -0.5974 -0.7942 -0.7226 -0.4412
H -0.4294 1.7082 0.1417 -0.6190 0.1122 -0.2266
H -1.4519 0.4011 -0.7024 -0.2337 0.4143 0.2621
H 1.4747 1.0132 -0.8507 0.2046 -0.2366 -0.0019
H 0.4949 0.3407 -2.1246 -0.2543 0.1477 0.0462
H 1.9803 -1.5560 -0.7241 0.2924 0.6791 0.1905
H 0.3578 -1.7780 -1.1884 -0.1952 -0.1123 0.2513
O -1.0147 -0.5217 5.1939 0.0646 0.4856 0.1565
C -1.9878 -1.0683 4.7751 -0.0441 -0.6434 -0.0902
O -3.2448 -0.7561 5.1498 0.2100 0.0980 0.3400
C -4.2208 -1.6464 4.5677 0.1331 0.1529 0.0027
C -3.4334 -2.8286 4.0021 0.0952 0.2694 -0.0241
C -2.0429 -2.2090 3.7869 -1.0848 -0.7228 -0.4292
H -4.7321 -1.0404 3.8179 -0.2646 -0.3281 -0.0031
H -4.8789 -1.9656 5.3723 -0.2074 0.2406 -0.0976
H -3.8657 -3.2116 3.0791 -0.0513 0.0438 -0.0042
H -3.4085 -3.6546 4.7128 0.0828 0.0599 0.0809
H -2.0454 -1.7872 2.7792 0.5011 0.0999 0.0106
H -1.2756 -2.9687 3.8907 0.3158 0.3874 -0.0231
```
Positions in Å, forces in eV/Å.